# 1
{"formula": "C24H30AsClN5OPt", "method": "wB97M-V/def2-TZVPD", "species": ["Pt", "C", "N", "C", "C", "C", "N", "C", "O", "N", "H", "H", "H", "H", "H", "H", "H", "N", "C", "C", "C", "N", "H", "H", "H", "H", "C", "As", "C", "C", "C", "C", "C", "C", "C", "C", "H", "H", "H", "H", "H", "H", "H", "H", "H", "H", "H", "H", "H", "Cl", "C", "C", "C", "C", "C", "C", "C", "H", "H", "H", "H", "H", "H"], "positions_angstrom": [[-0.124, -0.048, -0.101], [4.181, 1.154, 2.161], [3.850, 0.582, 0.855], [4.814, 0.215, -0.030], [4.506, -0.320, -1.234], [3.131, -0.469, -1.573], [2.199, -0.057, -0.700], [2.538, 0.449, 0.501], [1.622, 0.796, 1.277], [2.744, -1.001, -2.725], [5.223, 0.958, 2.394], [3.544, 0.710, 2.922], [4.016, 2.231, 2.155], [5.838, 0.377, 0.279], [5.280, -0.602, -1.930], [3.418, -1.276, -3.423], [1.766, -1.048, -2.960], [-3.506, -0.007, -0.519], [-4.616, -0.529, 0.028], [-4.302, -0.894, 1.322], [-2.959, -0.552, 1.475], [-2.483, -0.006, 0.354], [-3.397, 0.300, -1.472], [-5.540, -0.597, -0.519], [-4.945, -1.359, 2.047], [-2.338, -0.660, 2.349], [0.970, 3.558, -0.038], [-0.585, 2.408, -0.063], [-1.508, 3.000, 1.532], [-1.567, 3.004, -1.716], [-2.446, 4.184, -1.529], [-3.634, 4.067, -0.792], [-4.577, 5.073, -0.803], [-4.340, 6.225, -1.552], [-3.156, 6.364, -2.268], [-2.189, 5.377, -2.216], [0.661, 4.602, -0.114], [1.653, 3.317, -0.851], [1.474, 3.408, 0.916], [-1.605, 4.086, 1.510], [-0.873, 2.723, 2.376], [-2.483, 2.539, 1.665], [-2.141, 2.137, -2.045], [-0.777, 3.195, -2.445], [-3.809, 3.162, -0.219], [-5.489, 4.982, -0.230], [-5.062, 7.030, -1.548], [-2.982, 7.247, -2.867], [-1.260, 5.502, -2.760], [3.949, -3.944, 3.255], [2.747, -3.359, 2.228], [2.865, -3.545, 0.830], [1.863, -3.140, 0.002], [0.681, -2.524, 0.518], [-0.405, -2.195, -0.324], [0.611, -2.307, 1.932], [1.611, -2.718, 2.763], [3.744, -4.035, 0.433], [1.934, -3.349, -1.058], [-1.391, -2.338, 0.111], [-0.325, -2.542, -1.351], [-0.278, -1.852, 2.351], [1.538, -2.581, 3.833]], "forces_ev_per_angstrom": [[-0.473, 0.575, 1.216], [-0.023, 0.256, 0.339], [-0.093, -0.056, -0.154], [-0.045, -0.122, -0.256], [0.043, 0.009, -0.049], [0.056, 0.220, 0.129], [-0.849, -0.050, 0.040], [0.306, 0.278, 0.230], [0.056, 0.061, 0.129], [-0.060, -0.082, 0.025], [0.004, -0.062, -0.086], [0.034, -0.018, -0.024], [-0.011, -0.029, -0.019], [0.002, -0.017, 0.048], [0.037, -0.011, 0.004], [-0.017, 0.021, -0.021], [0.023, 0.069, -0.081], [-0.130, -0.207, -0.210], [0.094, -0.003, 0.160], [0.147, -0.006, -0.014], [-0.276, -0.025, 0.073], [2.034, -0.161, -0.383], [0.102, 0.066, 0.032], [-0.024, 0.034, -0.069], [-0.072, 0.070, 0.029], [0.051, 0.054, -0.001], [0.460, -0.495, 0.205], [-0.510, 0.802, -0.954], [0.138, -0.563, 0.397], [0.370, -0.729, 0.336], [-0.424, 0.546, 0.250], [0.313, -0.231, -0.205], [0.078, 0.370, 0.016], [0.153, -0.056, 0.047], [-0.116, 0.187, 0.214], [-0.005, -0.514, -0.011], [-0.277, -0.099, -0.085], [-0.061, 0.012, -0.034], [0.019, 0.053, -0.034], [0.060, -0.037, -0.266], [-0.007, 0.029, -0.014], [0.031, -0.002, -0.155], [0.102, 0.024, -0.072], [0.013, -0.100, 0.034], [-0.139, -0.052, -0.062], [-0.020, -0.040, 0.004], [-0.082, -0.041, -0.104], [0.007, 0.064, 0.083], [-0.017, -0.041, -0.094], [-0.278, 0.189, -0.273], [-0.079, 0.007, 0.181], [0.032, -0.084, -0.402], [0.546, 0.017, -0.113], [-0.417, 1.126, -0.279], [-0.526, -1.774, -0.116], [-0.131, -0.198, 0.364], [-0.028, 0.125, 0.237], [-0.015, -0.106, 0.036], [0.007, 0.090, -0.046], [-0.068, 0.442, -0.109], [-0.059, 0.237, -0.071], [0.022, -0.009, -0.001], [-0.007, -0.014, 0.010]], "total_charge": 3, "homo_lumo_gap_ev": [3.9, 3.9]}

# 2
{"formula": "C5H10N2O", "method": "wB97M-V/def2-TZVPD", "species": ["C", "C", "N", "O", "H", "H", "H", "H", "H", "C", "C", "C", "N", "H", "H", "H", "H", "H"], "positions_angstrom": [[-1.692, -0.547, 0.702], [-1.642, 0.696, -0.245], [-1.573, 0.385, -1.561], [-1.836, 1.818, 0.161], [-1.287, -1.437, 0.232], [-1.191, -0.319, 1.638], [-2.743, -0.729, 0.918], [-1.234, -0.507, -1.878], [-1.530, 1.156, -2.209], [2.167, -0.347, 2.199], [1.870, 0.078, 1.117], [1.421, 0.571, -0.172], [1.303, -0.461, -1.205], [2.364, -0.698, 3.172], [2.100, 1.347, -0.531], [0.390, 1.006, 0.017], [2.221, -0.716, -1.557], [0.892, -1.296, -0.797]], "forces_ev_per_angstrom": [[0.037, 1.022, -0.627], [-1.179, -1.509, 0.579], [-0.084, 0.163, -0.299], [0.211, 0.435, 0.162], [0.153, -0.143, 0.033], [0.126, -0.019, -0.029], [-0.075, 0.019, -0.003], [0.072, 0.145, 0.087], [0.049, -0.063, 0.023], [-0.212, 0.181, -0.421], [0.288, -0.213, 0.653], [-1.125, 0.286, -0.090], [0.122, -0.100, -0.139], [0.196, -0.166, 0.354], [-0.278, 0.091, 0.017], [1.630, -0.104, -0.390], [-0.104, -0.053, 0.144], [0.174, 0.029, -0.054]], "smiles": "CC(N)=O.C#CCN", "homo_lumo_gap_ev": 10.5}

# 3
{"formula": "C6H5N", "method": "wB97M-V/def2-TZVPD", "species": ["C", "C", "C", "N", "C", "C", "C", "H", "H", "H", "H", "H"], "positions_angstrom": [[-2.482, 0.761, 0.403], [-1.635, -0.003, 0.004], [-0.632, -0.943, -0.491], [0.276, -1.607, 0.444], [0.837, -0.592, -0.459], [1.345, 0.694, 0.027], [2.085, 1.633, 0.197], [-3.229, 1.443, 0.757], [-0.974, -1.580, -1.309], [0.142, -1.238, 1.385], [1.448, -0.972, -1.258], [2.819, 2.403, 0.298]], "forces_ev_per_angstrom": [[0.633, -0.555, -0.275], [-0.327, 0.392, 0.148], [-0.183, 0.383, 0.070], [0.082, 0.008, -0.071], [-0.717, 0.627, 0.675], [0.702, -0.063, -0.403], [-0.401, -0.616, -0.097], [0.231, -0.211, -0.102], [0.100, 0.169, 0.207], [0.104, 0.088, -0.212], [0.110, -0.270, -0.102], [-0.332, 0.047, 0.161]], "smiles": "C#C[C@@H]1N[C@@H]1C#C", "homo_lumo_gap_ev": 10.3}

# 4
{"formula": "C6H23N8O7", "method": "wB97M-V/def2-TZVPD", "species": ["O", "H", "C", "C", "O", "O", "H", "H", "H", "H", "H", "H", "C", "O", "N", "N", "H", "H", "H", "H", "C", "O", "N", "N", "H", "H", "H", "H", "C", "O", "N", "N", "H", "H", "H", "H", "C", "O", "N", "N", "H", "H", "H", "H"], "positions_angstrom": [[11.337, 3.580, -15.080], [12.040, 2.976, -14.773], [12.644, 2.093, -12.214], [12.775, 3.616, -11.877], [13.012, 4.341, -13.052], [11.392, 1.900, -12.893], [12.532, 1.504, -11.304], [13.444, 1.654, -12.810], [13.535, 3.781, -11.113], [11.825, 4.002, -11.509], [12.224, 4.420, -13.595], [11.318, 2.487, -13.649], [13.770, 2.463, -17.093], [13.158, 3.403, -17.569], [13.542, 1.927, -15.956], [14.748, 1.840, -17.665], [12.616, 2.214, -15.670], [14.069, 1.112, -15.675], [15.113, 2.186, -18.541], [15.005, 0.911, -17.363], [16.205, 5.318, -14.633], [17.111, 5.649, -15.379], [16.114, 5.639, -13.355], [15.158, 4.726, -15.010], [16.934, 6.002, -12.889], [15.261, 5.482, -12.837], [15.063, 4.325, -15.932], [14.421, 4.571, -14.337], [9.619, 6.642, -14.024], [9.590, 6.827, -15.277], [9.063, 7.463, -13.235], [9.970, 5.604, -13.307], [8.872, 7.231, -12.270], [8.627, 8.229, -13.728], [9.636, 5.448, -12.367], [10.191, 4.776, -13.842], [8.087, 3.017, -15.113], [8.504, 3.825, -15.864], [8.886, 2.216, -14.448], [6.823, 2.931, -14.758], [8.562, 1.479, -13.838], [9.852, 2.343, -14.714], [6.227, 3.554, -15.285], [6.444, 2.318, -14.051]], "forces_ev_per_angstrom": [[-0.118, 0.056, -0.368], [0.336, 0.938, -0.087], [-1.131, 0.913, 0.527], [-0.537, -1.313, -0.349], [1.391, 0.329, -0.105], [0.119, -0.542, 0.251], [0.144, 0.071, 0.073], [0.361, 0.450, 0.045], [0.257, 0.210, -0.350], [-0.144, -0.501, 0.587], [-0.253, 0.481, 0.142], [-0.233, -0.128, 0.717], [-0.615, 2.225, -2.926], [-0.331, 0.674, 0.213], [-2.185, -1.156, 4.929], [3.817, -1.605, -3.225], [0.551, -1.599, -0.036], [-0.768, 0.236, 0.491], [-0.110, -0.206, 0.156], [0.195, 0.385, -0.378], [3.149, 2.366, -0.781], [1.295, -0.106, -0.123], [0.978, 1.126, 3.580], [-5.349, -3.638, -2.436], [-0.408, 0.068, -0.125], [0.409, 0.067, -0.009], [0.074, 0.510, 0.157], [-0.017, -0.305, -0.423], [-0.828, -0.501, -5.764], [1.196, -0.918, 2.777], [-2.799, 5.507, 2.776], [2.624, -4.806, 0.260], [-0.114, 0.603, -0.393], [-0.152, 0.154, 0.692], [0.048, 0.126, -0.452], [-0.248, 0.050, 0.134], [-0.331, -0.103, 1.069], [0.989, 2.385, -2.776], [2.354, -2.142, 1.523], [-3.512, 0.166, 0.151], [0.451, 0.185, -0.207], [-0.468, -0.675, 0.058], [-0.220, -0.273, 0.365], [0.130, 0.236, -0.360]], "multiplicity": 2, "homo_lumo_gap_ev": [9.2, 5.1], "s2": 0.7540}